--- one ---
Formula: C3H8N2S3
Source: the OMol25 dataset
Level of theory: ωB97M-V/def2-TZVPD

Calculated values
* LUMO energy: -0.163 eV
* M: 168.31 g mol⁻¹

```
16
Properties=species:S:1:pos:R:3:mulliken_charge:R:1
C 1.2221 2.9151 -0.4003 0.05
C -0.9552 -0.7183 1.7976 0.24
C -1.6035 -3.0256 0.9131 -0.72
N 0.6186 1.7743 -0.1995 0.33
N 0.6185 0.5827 -0.6737 -0.79
S -0.8914 0.6965 2.5963 -0.39
S 2.1758 3.5537 -1.7218 -0.18
S -1.3519 -2.1939 2.4594 0.01
H 1.0340 3.6639 0.3404 0.28
H -0.8097 -0.5341 0.7408 0.05
H -2.6729 -3.1703 0.7800 0.27
H -1.1575 -3.9578 0.7529 0.35
H -1.1293 -2.3129 0.2385 0.23
H -0.1062 1.7786 0.6788 0.07
H 1.2721 0.4594 -1.4644 0.11
H 2.0785 2.4950 -2.4826 0.08
```



--- two ---
Formula: C3H8N2S3
Source: the OMol25 dataset
Level of theory: ωB97M-V/def2-TZVPD

Calculated values
* SMILES: CS/N=C(/NS)SC
* LUMO energy: 0.609 eV
* M: 168.31 g mol⁻¹

```
16
Properties=species:S:1:pos:R:3:mulliken_charge:R:1
C 1.9351 -2.6269 0.1059 -0.84
S 1.8325 -0.8898 -0.2506 -0.02
N 0.1194 -0.7041 0.0831 -0.40
C -0.4817 0.4338 -0.0723 0.52
N -1.8698 0.4729 -0.1331 -0.33
S -2.7510 -0.9830 0.0820 -0.17
S 0.2748 2.0391 -0.5099 -0.14
C 1.3958 2.2697 0.8921 -0.73
H 2.9579 -2.9806 -0.0507 0.34
H 1.1634 -3.1391 -0.4463 0.29
H 1.7684 -2.8176 1.1861 0.25
H -2.4708 1.3264 -0.0818 0.27
H -2.8444 -0.9852 1.4758 0.14
H 2.1377 1.4768 0.9940 0.25
H 1.9366 3.1979 0.7393 0.30
H 0.8094 2.4179 1.8355 0.26
```



Relative energies, unit kJ/mol: one 225.5; two 0.0



--- one ---
Formula: CH8N3O
Source: the OMol25 dataset
Level of theory: ωB97M-V/def2-TZVPD

Calculated values
* charge: +2
* spin multiplicity: 2
* LUMO energy (spin up / spin down): -10.262 / -15.610 eV
* M: 78.09 g mol⁻¹

```
13
Properties=species:S:1:pos:R:3:mulliken_charge:R:1
N -0.2248 0.0933 -0.0673 -0.11
C 0.7558 -0.7177 0.3617 0.68
N 0.4079 -1.8470 0.9944 -0.10
N 2.0239 -0.3761 0.0456 -0.37
H 0.0275 0.7352 -0.8283 0.32
H -1.0785 0.0891 0.4955 0.31
H 1.0149 -2.6605 1.2168 0.33
H -0.5328 -2.0884 1.3603 0.32
H 2.7204 -1.0860 -0.1838 0.29
H 2.2822 0.5627 0.3454 0.30
H -2.1703 2.6553 -1.9256 0.35
H -3.0765 2.1944 -0.8281 0.35
O -2.1499 2.4458 -0.9865 -0.67
```



--- two ---
Formula: CH8N3O
Source: the OMol25 dataset
Level of theory: ωB97M-V/def2-TZVPD

Calculated values
* charge: +2
* spin multiplicity: 2
* LUMO energy (spin up / spin down): -8.609 / -15.412 eV
* M: 78.09 g mol⁻¹

```
13
Properties=species:S:1:pos:R:3:mulliken_charge:R:1
N 0.1931 0.1328 0.4910 -0.17
C 0.4771 0.5677 -0.7621 0.69
N 1.6142 1.2615 -0.9000 -0.26
N -0.2602 0.3797 -1.8387 -0.32
H -0.7786 0.1382 0.8027 0.30
H 0.8608 -0.1648 1.2018 0.31
H 1.9213 1.7002 -1.7625 0.26
H 2.2403 1.2851 -0.1074 0.24
H 0.1256 0.8139 -2.6698 0.26
H -0.7534 -0.4861 -2.0298 0.30
H -2.2846 -2.2027 1.9431 0.42
H -1.8756 -1.5601 3.2379 0.42
O -1.4800 -1.8655 2.3938 -0.45
```



Relative energies, unit kJ/mol: one 43.1; two 0.0



--- one ---
Formula: C5H6S2
Source: the OMol25 dataset
Level of theory: ωB97M-V/def2-TZVPD

Calculated values
* SMILES: C=C(C=S)[C@@H]1CS1
* LUMO energy: -1.146 eV
* M: 130.24 g mol⁻¹

```
13
Properties=species:S:1:pos:R:3:mulliken_charge:R:1
C 1.1748 -1.0105 0.8244 -0.72
C 0.5222 0.0106 0.1128 0.53
C 0.6752 1.4512 0.5243 -0.77
S 1.6161 2.2427 1.6827 -0.19
C -0.1489 -0.0953 -1.0382 -0.15
C -1.5190 -0.4084 -0.5761 -0.42
S -0.9412 -1.6460 -1.9034 -0.12
H 1.6091 -0.9875 1.7652 0.38
H 1.0323 -2.0568 0.3139 0.21
H 0.1436 2.2059 0.0850 0.32
H -0.2383 0.9008 -1.7195 0.33
H -1.4287 -0.9204 0.5041 0.28
H -2.4973 0.3138 -0.5753 0.30
```



--- two ---
Formula: C5H6S2
Source: the OMol25 dataset
Level of theory: ωB97M-V/def2-TZVPD

Calculated values
* LUMO energy: 0.278 eV
* M: 130.24 g mol⁻¹

```
13
Properties=species:S:1:pos:R:3:mulliken_charge:R:1
C 0.3902 -1.1917 0.3736 -0.88
C 0.7868 0.0173 0.8237 0.54
C 0.1004 -2.3216 0.3646 -0.06
C 2.3933 -0.2382 -1.0688 -0.56
C -1.6830 1.2675 -0.3238 -0.84
S 2.1901 0.7975 0.1675 -0.04
S -0.4624 1.0907 1.0894 -0.08
H -0.0396 -3.3329 0.2617 0.53
H 3.2909 -0.0095 -1.5774 0.25
H -2.2581 0.3687 -0.4618 0.33
H -2.2952 2.1053 -0.0457 0.33
H -1.1925 1.3192 -1.3327 0.29
H -1.2209 0.1279 1.7298 0.20
```



Relative energies, unit kJ/mol: one 0.0; two 282.5



--- one ---
Formula: C4H4O
Source: the OMol25 dataset
Level of theory: ωB97M-V/def2-TZVPD

Calculated values
* SMILES: C#CC(C)=O
* LUMO energy: 0.339 eV
* M: 68.07 g mol⁻¹

```
9
Properties=species:S:1:pos:R:3:mulliken_charge:R:1
C 2.2689 0.2001 0.0102 0.29
C 1.1472 -0.2396 -0.0118 -0.25
C -0.2319 -0.7344 -0.0384 0.14
C -1.2996 0.3292 0.0402 -0.95
O -0.4744 -1.9164 -0.1427 -0.49
H 3.2672 0.5809 0.0225 0.38
H -1.4143 0.7803 -0.9524 0.27
H -1.0153 1.1236 0.7362 0.33
H -2.2479 -0.1236 0.3363 0.29
```



--- two ---
Formula: C4H4O
Source: the OMol25 dataset
Level of theory: ωB97M-V/def2-TZVPD

Calculated values
* SMILES: O=C1[C@H]2C[C@@H]12
* LUMO energy: 0.839 eV
* M: 68.08 g mol⁻¹

```
9
Properties=species:S:1:pos:R:3:mulliken_charge:R:1
O 2.0959 1.9991 -1.2234 -0.56
C 1.2842 1.2622 -0.6890 0.70
C 0.2572 1.0304 0.2896 -0.43
C -0.5489 -0.1066 -0.3913 -0.30
C 0.9899 -0.1848 -0.4379 -0.38
H 0.1807 1.3241 1.3337 0.27
H -1.2660 -0.7413 0.2703 0.25
H -1.1056 0.3575 -1.2583 0.19
H 1.7196 -0.8520 0.0468 0.25
```



Relative energies, unit kJ/mol: one 0.0; two 89.1



--- one ---
Formula: C4H4O
Source: the OMol25 dataset
Level of theory: ωB97M-V/def2-TZVPD

Calculated values
* LUMO energy: -0.162 eV
* M: 68.08 g mol⁻¹

```
9
Properties=species:S:1:pos:R:3:mulliken_charge:R:1
C -1.9731 0.2849 -0.1257 0.66
C 0.5150 -0.2003 -0.1845 -0.22
C -1.0769 1.0422 0.2919 -0.72
C 1.7889 -0.6176 0.1772 -0.47
O -2.7499 -0.5505 -0.3150 -0.40
H -0.1263 -0.5040 -0.9784 0.26
H 2.1872 -1.3870 -0.4304 0.27
H -0.8468 1.9897 0.5421 0.39
H 2.2819 -0.0574 1.0229 0.23
```



--- two ---
Formula: C4H4O
Source: the OMol25 dataset
Level of theory: ωB97M-V/def2-TZVPD

Calculated values
* LUMO energy: 0.423 eV
* M: 68.08 g mol⁻¹

```
9
Properties=species:S:1:pos:R:3:mulliken_charge:R:1
C 2.1266 -0.4578 0.8136 0.22
C 1.0754 -0.1315 0.3304 -0.65
C -0.1649 0.2624 -0.3172 -0.15
C -1.9443 -0.1579 0.0619 -0.32
O -1.0960 0.8352 0.5789 -0.25
H 3.0509 -0.7450 1.2659 0.40
H -0.0396 0.8610 -1.2221 0.36
H -0.6714 -0.7532 -0.6147 0.24
H -2.3366 0.2870 -0.8968 0.14
```



Relative energies, unit kJ/mol: one 0.0; two 180.1



--- one ---
Formula: C2H11N4
Source: the OMol25 dataset
Level of theory: ωB97M-V/def2-TZVPD

Calculated values
* charge: +1
* SMILES: CN(C[NH3+])NN
* LUMO energy: -3.466 eV
* M: 91.14 g mol⁻¹

```
17
Properties=species:S:1:pos:R:3:mulliken_charge:R:1
C 0.1972 -1.6065 0.0671 -0.82
N 0.2450 -0.1326 -0.1745 0.18
C -0.8022 0.4444 -0.7671 -0.54
N -2.1314 0.8168 0.2871 -0.49
N 1.1914 0.6659 0.6109 -0.29
N 2.6121 0.6982 0.0663 -0.60
H 1.1982 -1.9202 0.4956 0.30
H -0.6005 -1.7259 0.7420 0.31
H 0.0145 -2.0392 -0.9121 0.32
H -0.6752 1.4478 -1.0652 0.41
H -1.2498 -0.0826 -1.5083 0.41
H -2.4480 -0.0916 0.6338 0.33
H -2.9457 1.2003 -0.1148 0.31
H -1.7164 1.3480 1.0498 0.35
H 1.2084 0.4432 1.5563 0.28
H 3.1068 -0.2922 -0.0301 0.25
H 2.7955 0.8261 -0.9369 0.29
```



--- two ---
Formula: C2H11N4
Source: the OMol25 dataset
Level of theory: ωB97M-V/def2-TZVPD

Calculated values
* charge: +1
* LUMO energy: -2.990 eV
* M: 91.14 g mol⁻¹

```
17
Properties=species:S:1:pos:R:3:mulliken_charge:R:1
C -0.8317 -1.3017 0.5121 -0.94
C 4.0322 -0.1905 -0.3718 -0.31
N -2.7174 1.1070 -0.6019 -0.91
N -0.6070 0.1439 0.6491 -0.37
N 2.8303 0.1373 -0.4142 0.44
N 1.7603 0.5326 -0.4746 -0.69
H -1.8205 -1.3597 0.8498 0.41
H -0.6945 -1.5742 -0.5991 0.28
H -0.2367 -1.8721 1.1084 0.38
H 4.6841 0.2309 0.3773 0.26
H 4.2991 -1.1872 -0.6963 0.25
H -3.5013 0.5891 -0.2709 0.29
H -2.6189 1.0298 -1.6442 0.30
H -1.5612 0.6887 0.3175 0.56
H -0.2822 0.4363 1.6321 0.37
H -2.9145 2.1100 -0.4420 0.30
H 0.1799 0.4797 0.0686 0.40
```



--- three ---
Formula: C2H11N4
Source: the OMol25 dataset
Level of theory: ωB97M-V/def2-TZVPD

Calculated values
* charge: +1
* LUMO energy: -2.938 eV
* M: 91.14 g mol⁻¹

```
17
Properties=species:S:1:pos:R:3:mulliken_charge:R:1
C -1.5761 1.4092 -0.7925 -0.70
N -0.1622 1.7560 -0.4196 -0.29
H -1.7673 0.3866 -0.4466 0.24
H -2.2990 2.1142 -0.3454 0.34
H -1.6251 1.4605 -1.8769 0.34
H 0.4358 0.9754 -0.7841 0.29
H 0.0014 1.7288 0.5976 0.37
H 0.1807 2.6380 -0.8011 0.37
N -0.1095 -2.2258 0.5714 -0.53
C 0.7126 -1.0959 0.3099 0.63
N 1.0566 -0.4260 1.4772 -0.49
N 1.1689 -0.6471 -0.8409 -0.77
H -0.2244 -2.8789 -0.2291 0.27
H 0.1441 -2.7430 1.4034 0.25
H 0.9121 -1.0076 2.2910 0.22
H 1.9667 -0.0206 1.3904 0.30
H 1.1849 -1.4238 -1.5047 0.17
```



Relative energies, unit kJ/mol: one 413.3; two 267.8; three 0.0